1.
Here is a molecular structure, C37H55N3O3PS2Tc in a non-equilibrium geometry from the OMol25 dataset. Energies are from wB97M-V/def2-TZVPD.

XYZ file:
```
102
C37H55N3O3PS2Tc (wB97M-V/def2-TZVPD)
Tc -0.97680 -1.04828 -1.43304
S 1.54689 3.35322 1.25704
S 2.16818 0.30373 0.57147
P 2.86354 1.89357 1.56896
O -0.00656 -0.65382 -5.37612
O -0.31672 1.01326 -1.65632
O -1.05122 -0.96436 -3.42894
N -1.66546 2.85107 -1.56662
N 1.13801 -1.29619 -2.04595
N 0.56416 3.02350 -2.19755
C -2.85216 -2.36118 -1.29829
C -3.04629 -1.33673 -0.34276
C -1.79739 4.30087 -1.46935
C -2.87792 2.07794 -1.37619
C -0.89419 4.96099 -2.49250
C 2.76169 0.24872 3.82742
C 3.29221 2.57296 4.21203
C -2.31998 -1.33805 3.32380
C 3.31162 2.34104 5.57614
C 6.98439 2.69354 -0.25072
C 1.85038 2.43780 -2.52714
C -0.00304 -0.94523 -4.20708
C 1.29396 -1.38864 -3.50741
C 4.51424 2.27297 0.91506
C 3.05354 1.06762 6.06830
C 6.04395 3.71217 -0.23933
C 0.51651 4.48347 -2.21348
C -2.15823 -1.50058 0.77361
C -1.71491 -3.08142 -0.84977
C 0.55031 -4.30866 0.30226
C 3.01059 1.52527 3.33901
C -4.96551 -3.49139 -1.80835
C -1.18772 0.48107 1.99002
C 0.72901 -2.59565 2.04307
C -4.30229 -1.45931 -3.12704
C -3.78666 -2.72258 -2.42760
C -1.07019 -4.35382 2.17552
C 4.80083 3.50436 0.34082
C -0.27999 -3.41751 1.24228
C 5.45934 1.24898 0.91123
C -3.64780 0.16575 1.93260
C 6.69467 1.46301 0.32629
C -0.47196 2.25827 -1.78616
C -3.08386 -3.61859 -3.45192
C -2.30199 -0.57884 1.98952
C -1.29422 -2.59397 0.44627
C 2.78639 0.02326 5.19611
H -3.47596 -0.91655 -3.58711
H 1.35533 -2.01518 1.36998
H 6.28006 4.66815 -0.68746
H -2.52371 -0.63036 4.12784
H 4.05345 4.28799 0.35073
H 0.25862 -1.91039 2.74020
H -4.60884 -4.35574 -1.24512
H -2.68394 1.03023 -1.58021
H -2.21694 -3.11232 -3.87608
H -0.21366 0.04390 2.19969
H -3.76327 0.75126 2.84421
H -0.38953 -5.07691 2.62782
H 1.36601 -3.27059 2.61803
H -1.19794 4.66452 -3.49789
H -3.25241 2.18949 -0.35643
H -1.83044 -4.90037 1.61469
H 2.22150 2.89139 -3.44632
H -2.84107 4.56136 -1.63536
H -3.77249 -3.85188 -4.26388
H 1.34746 -4.78138 0.87567
H 7.94761 2.85934 -0.71454
H -1.39331 1.23711 2.75095
H -1.51630 4.62866 -0.46287
H -1.37850 -1.82433 3.55362
H 1.63362 -2.04458 -1.57420
H 3.05852 0.89807 7.13678
H -1.12825 0.97774 1.01791
H -1.56453 -3.80761 2.97336
H 1.73497 1.37382 -2.68866
H 3.49455 3.56401 3.82201
H -3.64127 2.43169 -2.07061
H -3.70418 0.85787 1.09352
H 2.58192 2.60597 -1.73360
H 5.21733 0.28975 1.35466
H 3.51935 3.15358 6.25922
H 1.01091 -3.72188 -0.49431
H -3.11373 -2.08700 3.32612
H -0.94871 6.04560 -2.41384
H 2.11511 -0.78136 -3.88449
H 1.55394 -0.43777 -1.69519
H -5.54129 -2.85342 -1.13574
H 1.47199 -2.42162 -3.80568
H 1.20911 4.83059 -2.97959
H -2.76978 -4.56071 -2.99945
H 0.86438 4.86281 -1.24801
H -5.00698 -1.73894 -3.91072
H 2.58990 -0.96965 5.57888
H -1.39889 -4.01452 -1.28368
H -5.62609 -3.84471 -2.60050
H 7.43245 0.67196 0.30978
H 2.56016 -0.56570 3.14344
H -4.48546 -0.53187 1.87906
H -4.82310 -0.79950 -2.43005
H -0.04022 -5.10658 -0.14595
H -3.88879 -0.66703 -0.36981
```

As for the lowest unoccupied orbital energy (spin up / spin down): -2.04 / -5.50 eV. For the HOMO-LUMO gap (spin up / spin down), the calculation gives 8.89 / 5.21 eV. The spin multiplicity is 4. The expectation value of S² is 3.78. Its total charge is +1.

Atomic partial charges in e from the Mulliken method, atoms 1 to 4: Tc 1.30; S -0.26; S -0.37; P 0.71

2.
Here is a molecular structure, C37H56IN2O5PS2Y in a non-equilibrium geometry from the OMol25 dataset. Energies are from wB97M-V/def2-TZVPD.

XYZ file:
```
105
C37H56IN2O5PS2Y (wB97M-V/def2-TZVPD)
I 2.93881 -0.99363 0.61343
Y 0.24683 -0.09029 1.06022
S -0.25071 1.03579 -2.57747
S -3.30092 -0.91919 0.55510
P 1.13938 2.90891 0.78936
O -1.40947 -0.26677 2.85727
O 0.66270 0.33108 3.21152
O 0.01552 -2.41692 1.08504
O -1.87891 -0.58644 0.14150
O 0.09961 0.50594 -1.20695
N 0.89994 -4.32320 0.24534
N 1.13987 -3.80913 2.49713
C 1.48074 -0.95808 -3.23515
C 3.66662 2.82690 1.76013
C 0.13016 -0.08476 -5.05039
C -4.24395 -0.35157 -0.86999
C -4.68560 -3.22336 0.87578
C 2.93049 3.90881 -3.35174
C -0.55232 5.20414 1.49060
C -0.53026 3.77617 0.94309
C 2.11689 -1.80191 -4.13822
C -3.51883 -2.67099 0.36455
C 0.67701 -3.46921 1.27074
C -2.55707 -3.44533 -0.26083
C -0.51860 0.11611 3.65275
C -2.42923 -0.77370 -2.70660
C 0.48530 -0.11861 -3.70675
C 1.76306 -1.79404 -5.47699
C 2.21142 4.88608 -2.67918
C 2.38344 3.64088 1.97813
C 3.11391 2.66493 -2.76733
C 1.67045 4.61432 -1.43170
C 2.71887 5.11758 1.75174
C 0.77047 -0.93486 -5.93478
C -0.81995 0.33745 5.10310
C -3.95291 -5.37362 0.09516
C 1.91333 3.42005 3.41945
C -3.87836 -0.93530 -2.23453
C -1.33198 2.86127 1.87631
C 0.66703 -3.05293 3.64412
C 0.81251 -3.86583 -1.12548
C -2.00117 0.68292 -2.79510
C 2.56084 2.39207 -1.52468
C -1.26104 3.76767 -0.40214
C 1.13170 -5.74307 0.42708
C -2.78358 -4.80793 -0.39131
C 1.81740 3.35722 -0.84455
C -4.90406 -4.58373 0.72777
C 2.46412 -4.39296 2.67098
H -0.63070 0.59497 -5.41019
H -2.04572 -5.43098 -0.87850
H 1.76759 -4.01770 -1.63243
H 2.26872 -2.45205 -6.16984
H -2.33643 -1.23806 -3.69031
H -4.13687 0.73441 -0.82654
H -4.12135 -6.43674 -0.00619
H -0.86516 4.48731 -1.11310
H -2.32423 3.27960 2.06564
H 0.89554 -6.03012 1.44782
H 2.94905 5.33388 0.71004
H 2.90038 -2.45956 -3.78795
H -5.41120 -2.60605 1.38988
H -2.43144 1.29322 -1.99804
H 2.16296 -6.02546 0.20411
H 0.50076 -0.92547 -6.98070
H -0.36559 -2.74573 3.49213
H 1.13228 5.39768 -0.91623
H -0.84174 2.70171 2.83710
H -5.80932 -5.02894 1.11579
H -1.75350 -1.30202 -2.03657
H 2.94991 -4.53740 1.71097
H -5.28647 -0.57162 -0.62734
H 2.66940 3.82602 4.09414
H 4.38079 3.10690 2.53645
H 0.04069 -4.42247 -1.66425
H -1.64220 -2.98586 -0.60160
H 3.07666 -3.69356 3.24260
H -1.50636 1.88873 1.39288
H -2.31148 4.01143 -0.22390
H 1.76043 -0.94506 -2.19044
H 0.08099 0.56857 5.66228
H -1.22317 2.78480 -0.86901
H 4.12309 3.04125 0.79272
H 3.61309 5.35571 2.33214
H -4.13713 -1.99641 -2.24207
H 0.00405 5.89660 0.86216
H -1.30415 -0.54993 5.50953
H 2.08156 5.86533 -3.11977
H -1.58819 5.54987 1.52176
H 2.41649 -5.34377 3.20388
H -1.53262 1.15774 5.19285
H 1.28721 -2.16454 3.80355
H 0.47356 -6.29155 -0.24998
H 0.58031 -2.80485 -1.14571
H 3.35865 4.12230 -4.32179
H 3.68929 1.90130 -3.27376
H 0.72731 -3.68965 4.52661
H -0.15830 5.27098 2.50123
H 1.93170 5.78955 2.08615
H -4.55117 -0.46201 -2.95660
H -2.28843 1.16000 -3.73489
H 0.97892 3.93580 3.64193
H 1.77969 2.36046 3.64367
H 2.70626 1.41883 -1.07697
H 3.49611 1.75365 1.82910
```

As for the lowest unoccupied orbital energy: -1.73 eV. For the HOMO-LUMO gap, the calculation gives 8.77 eV. Its total charge is +1.

Atomic partial charges in e from the Mulliken method, atoms 1 to 4: I -0.71; Y -0.58; S 0.74; S -0.02

3.
Here is a molecular structure, C37H56NO3P2RuS3Sb in a non-equilibrium geometry from the OMol25 dataset. Energies are from wB97M-V/def2-TZVPD.

XYZ file:
```
104
C37H56NO3P2RuS3Sb (wB97M-V/def2-TZVPD)
Sb -0.80927 -1.94785 -2.01157
Ru -1.32428 -0.05589 -0.14979
S -2.12590 1.65147 -1.29180
S -1.03407 -2.24834 3.95900
S 0.28446 -0.16063 1.48957
P -3.24283 -0.33670 0.90812
P 0.54016 -1.26289 3.25768
O -2.34911 8.50142 0.30011
O -0.68039 8.38155 -1.16955
O 0.95505 0.35616 -1.67335
N 2.05808 1.80294 -0.26890
C 2.32823 1.56276 6.43812
C 1.17852 -0.08919 4.49507
C 2.72977 -2.38763 1.93088
C -1.17724 -3.96773 0.33175
C -0.99962 5.54156 -1.66132
C 1.92959 -2.41079 3.06614
C -0.21739 -3.79490 -0.82447
C -3.26375 -3.53966 -3.26715
C 4.13032 -4.09495 2.91979
C 3.04505 3.76499 -2.18290
C 0.54555 -2.04143 -3.95377
C -2.54177 4.04918 0.07802
C -1.05601 4.14979 -1.77114
C -2.98864 -2.16108 -2.67694
C 1.90298 -2.53866 -3.50839
C 1.61243 0.42855 6.81523
C -2.51532 5.44389 0.17614
C 3.30935 -4.10321 4.05756
C -1.83472 3.34464 -0.92070
C 1.03608 -0.41027 5.86575
C -1.72781 6.23967 -0.67207
C 3.68587 2.48943 -2.77413
C -1.54700 7.79761 -0.56332
C 1.87056 1.07094 4.10536
C 3.85344 -3.20013 1.89272
C -4.80730 0.18443 0.09670
C -0.17874 -5.01546 -1.74487
C -0.15682 -2.83613 -5.05402
C 3.22108 3.98438 -0.67064
C 3.17060 1.09510 -2.33072
C -3.33610 -0.98244 -3.58149
C -3.16091 0.69705 2.43353
C 1.96984 1.07288 -1.42588
C 2.46974 1.85434 5.07886
C 3.13369 2.69117 0.12724
C 2.22208 -3.25727 4.15300
C -3.90627 -1.87642 1.66697
H 4.09637 2.16881 0.11138
H 1.60121 -3.27144 5.05579
H -1.13104 -2.42107 -5.34280
H -0.37411 6.11239 -2.34805
H 2.49352 4.69191 -0.25490
H -1.19669 -5.20686 -2.10983
H 4.20124 4.41653 -0.44269
H -2.83295 1.70899 2.20278
H 1.90765 1.35364 3.05502
H 0.15043 -5.90006 -1.20875
H 0.48731 -4.91159 -2.62059
H 0.48249 -2.88952 -5.94051
H 2.46909 -1.78281 1.05504
H -2.78008 -1.06305 -4.51281
H -4.31613 -3.66522 -3.54601
H -4.79817 -1.65742 2.25805
H -3.12555 5.88051 0.95301
H 0.53616 -0.95332 -4.11783
H 0.46471 -1.29582 6.13725
H -4.62316 1.09480 -0.46573
H 3.58854 2.56422 -3.85467
H -1.25056 -3.09482 0.97893
H -0.48872 3.67447 -2.57535
H -4.13413 0.72592 2.94065
H 4.77493 2.52813 -2.63545
H 3.55727 -4.77970 4.87799
H 2.90329 0.54533 -3.23397
H -5.21490 -0.59638 -0.57079
H -3.03613 -4.33180 -2.54100
H -2.40724 0.23551 3.07818
H 4.49989 -3.12542 1.00607
H 1.42249 0.20229 7.86573
H 3.50586 4.61323 -2.72270
H -2.16642 -4.23407 -0.06183
H 1.82190 -3.59400 -3.19330
H 3.05595 2.71797 4.74613
H -3.19061 3.51570 0.78258
H 2.93941 2.94438 1.18078
H 2.33185 -1.94497 -2.69465
H 1.24848 1.73982 0.35020
H -5.54396 0.38188 0.88239
H -4.19028 -2.61563 0.91346
H 5.01212 -4.74520 2.87059
H -3.15109 8.01348 0.53591
H -2.62063 -3.71475 -4.13653
H -0.33847 -3.86845 -4.76253
H 1.98947 3.79150 -2.48709
H -3.13826 -2.30838 2.31227
H 3.96868 0.49994 -1.87275
H -0.85054 -4.80297 0.95741
H -3.41480 -2.03497 -1.67460
H 2.57425 -2.54114 -4.36974
H -3.11131 0.00154 -3.14716
H 0.77188 -3.42323 -0.51827
H -4.39817 -1.01815 -3.83143
H 2.76636 2.23302 7.19230
```

As for the lowest unoccupied orbital energy (spin up / spin down): -2.04 / -4.90 eV. For the HOMO-LUMO gap (spin up / spin down), the calculation gives 7.69 / 5.66 eV. The spin multiplicity is 6. The expectation value of S² is 8.78. Its total charge is +1.

Atomic partial charges in e from the Mulliken method, atoms 1 to 4: Sb 0.55; Ru 0.44; S -0.67; S -0.42

4.
Here is a molecular structure, C37H57BClN7NiS2 from the OMol25 dataset. Energies are from wB97M-V/def2-TZVPD.

XYZ file:
```
106
C37H57BClN7NiS2 (wB97M-V/def2-TZVPD)
Ni -0.42214 -0.17495 0.01138
Cl -2.73127 0.51411 -4.11737
S -4.57903 1.25809 0.23059
S -4.94543 2.13305 3.09002
N -2.67036 1.78423 2.00792
N 0.65600 0.29105 2.64779
N 1.87109 -0.37329 0.17047
N 0.42230 2.35396 1.19845
N -0.20373 1.84984 0.08481
N -0.40187 -0.30573 2.02797
N 2.34695 0.71755 0.83267
C -0.72920 2.87580 -0.57956
C 3.22926 -0.54231 4.19278
C -0.66676 -2.69032 -2.90268
C 3.89183 3.37701 0.62726
C -0.25518 -1.06388 4.11575
C -2.71040 -2.23051 1.37135
C 1.95140 0.00300 4.83712
C 2.77268 -2.11090 -1.35989
C -3.36732 -1.32560 3.60342
C -1.33437 -0.70859 -1.55456
C 0.23778 3.69724 1.24277
C -1.71377 -1.67852 -5.23391
C 1.35863 5.89670 1.75864
C 3.66604 0.88519 0.57230
C -1.38069 2.73738 -1.91263
C -2.30065 2.32561 3.30026
C 4.53350 2.04182 0.99518
C -1.81168 -0.96132 -4.05062
C 0.58043 4.70368 2.32486
C -3.96088 1.70417 1.69492
C -1.25838 -1.42127 -2.85005
C 4.99186 2.02642 2.45453
C -3.50620 2.08284 4.20277
C -2.61441 3.62398 -2.04407
C 2.15155 1.40381 5.40951
C -2.23156 -1.94750 2.78243
C -0.57528 -3.42695 -4.06746
C -0.98199 -1.11309 2.92207
C 2.89518 -0.89947 -0.48425
C 4.05034 -0.13854 -0.26690
C -0.35169 3.04378 -3.00526
C -0.48906 4.05475 0.12338
C 2.32128 -1.69153 -2.76078
C -1.08560 -2.91126 -5.24993
C 0.78625 -0.18702 3.90186
C 1.23900 4.19398 3.59717
C 1.88083 -3.16987 -0.71656
B 1.44542 1.39051 1.89118
H -1.98596 1.59982 1.28606
H -3.45591 1.09961 4.66897
H 3.62412 3.41019 -0.42996
H -2.99474 -1.31106 0.85564
H 2.98216 3.53169 1.20353
H -1.95351 -2.76230 0.79354
H 4.07758 -0.43322 4.87138
H 5.03186 -0.30257 -0.68140
H -1.67860 1.70107 -2.01500
H -0.82394 5.04436 -0.13711
H -0.10655 -4.40235 -4.05170
H -3.70402 -0.39340 3.14592
H 1.70789 -0.64699 5.68233
H 4.57496 4.20227 0.83989
H -2.08510 3.39481 3.20947
H -1.01716 -3.46992 -6.17374
H -4.22234 -2.00270 3.63560
H 2.28672 3.94099 3.43612
H -2.25314 -0.11770 -1.48314
H 0.51776 2.38971 -2.91555
H -1.98000 -2.90610 3.24809
H 1.21673 1.81372 5.79619
H -3.35382 3.39000 -1.27708
H 1.45836 6.66726 2.52509
H -0.40083 5.09385 2.61915
H 0.73420 3.31430 3.99448
H 2.17590 -2.55689 -3.41028
H 5.43358 1.92923 0.38414
H 2.86431 1.35667 6.23461
H 2.32755 -3.53093 0.21107
H -3.07857 3.47563 -3.02062
H 5.44953 1.07192 2.71667
H 2.35937 5.60230 1.44555
H 1.38486 -1.13508 -2.71382
H 5.73305 2.81246 2.61214
H -1.34626 -1.51514 -0.76039
H 3.77968 -2.52998 -1.44796
H -0.00930 4.07898 -2.93255
H -1.41089 1.81600 3.67303
H -2.15344 -1.26738 -6.13202
H -3.60345 2.84376 4.97303
H 3.45846 -0.01046 3.27048
H 3.07088 -1.04185 -3.21556
H 0.85347 6.33688 0.90012
H 2.12167 1.98870 2.65811
H -0.44578 -1.62942 5.01329
H 1.20206 4.97970 4.35406
H -2.34841 4.68090 -1.96481
H 3.11588 -1.59881 3.94651
H 2.54825 2.09386 4.66809
H -0.26556 -3.10181 -1.98557
H 0.90399 -2.75557 -0.46140
H 4.16452 2.20633 3.14129
H -3.59754 -2.86467 1.40874
H -0.79298 2.89582 -3.99192
H 1.73675 -4.02126 -1.38493
H -3.05405 -1.12108 4.62820
```

As for the lowest unoccupied orbital energy (spin up / spin down): -0.40 / -0.46 eV. For the HOMO-LUMO gap (spin up / spin down), the calculation gives 7.74 / 7.68 eV.

Atomic partial charges in e from the Mulliken method, atoms 1 to 4: Ni -1.27; Cl -0.19; S -0.35; S -0.14